Record 1
{
  "formula": "C22H47N8O3PS3Se2V",
  "method": "ωB97M-V/def2-TZVPD",
  "spin_multiplicity": 2,
  "e_lumo_ev": [-0.415, -0.417],
  "homo_ev": [-6.31, -4.89],
  "charge": 0,
  "homo_lumo_gap_ev": [5.898, 4.477],
  "fmax_ev_per_a": 2.4,
  "species": ["V", "C", "C", "N", "C", "S", "N", "N", "C", "C", "C", "C", "C", "C", "C", "N", "H", "H", "H", "H", "H", "H", "H", "H", "H", "H", "H", "H", "H", "C", "Se", "C", "C", "Se", "C", "H", "H", "H", "H", "H", "H", "H", "H", "H", "H", "O", "S", "N", "C", "N", "C", "P", "O", "N", "C", "C", "N", "C", "C", "H", "H", "H", "H", "H", "H", "H", "H", "H", "H", "H", "H", "H", "H", "H", "H", "H", "H", "C", "S", "C", "O", "H", "H", "H", "H", "H", "H"],
  "xyz": [[0.201, 0.142, -0.853], [4.854, 3.858, -1.065], [3.363, 3.988, -1.381], [2.848, 2.884, -2.154], [2.398, 1.751, -1.549], [1.959, 0.433, -2.562], [2.239, 1.777, -0.260], [1.792, 0.624, 0.334], [2.241, 0.457, 1.560], [3.137, 1.499, 2.183], [1.904, -0.740, 2.297], [2.146, -0.809, 3.656], [1.714, -1.766, 4.605], [0.794, -2.753, 4.474], [0.110, -3.085, 3.223], [1.392, -1.748, 1.543], [5.152, 4.632, -0.363], [5.064, 2.887, -0.621], [5.446, 3.951, -1.975], [2.784, 4.001, -0.453], [3.180, 4.916, -1.931], [3.154, 2.779, -3.109], [3.576, 2.105, 1.393], [2.566, 2.162, 2.833], [3.939, 1.042, 2.756], [2.697, 0.010, 4.090], [2.146, -1.641, 5.593], [0.554, -3.370, 5.331], [-0.348, -4.076, 3.286], [-3.029, 2.736, 2.522], [-1.515, 1.691, 1.768], [-0.488, 3.250, 1.159], [-0.922, 3.722, -0.211], [-0.384, 2.426, -1.611], [-2.104, 2.346, -2.512], [-2.719, 3.262, 3.421], [-3.827, 2.038, 2.763], [-3.379, 3.443, 1.776], [0.558, 2.929, 1.137], [-0.608, 4.040, 1.906], [-0.437, 4.671, -0.461], [-2.006, 3.840, -0.273], [-2.352, 3.334, -2.904], [-2.862, 1.996, -1.813], [-1.998, 1.627, -3.325], [-3.544, -1.167, -1.911], [-2.872, -0.668, -0.682], [-1.447, -0.206, -0.962], [0.766, -3.028, -4.963], [0.363, -2.362, -3.749], [-0.589, -1.294, -3.963], [0.429, -3.058, -2.238], [0.575, -2.082, -1.139], [1.805, -4.038, -2.394], [3.017, -3.336, -2.003], [1.797, -5.422, -1.975], [-0.888, -4.052, -1.948], [-1.722, -3.889, -0.776], [-1.448, -4.886, -2.986], [1.328, -2.324, -5.583], [-0.102, -3.374, -5.538], [1.404, -3.871, -4.711], [-0.115, -0.507, -4.559], [-0.881, -0.883, -2.992], [-1.485, -1.649, -4.485], [2.909, -2.283, -2.263], [3.876, -3.752, -2.539], [3.199, -3.419, -0.924], [0.899, -5.912, -2.341], [1.838, -5.538, -0.884], [2.668, -5.916, -2.411], [-1.302, -3.103, -0.148], [-1.771, -4.826, -0.209], [-2.736, -3.594, -1.062], [-0.767, -4.912, -3.836], [-2.419, -4.502, -3.320], [-1.590, -5.908, -2.612], [-1.234, -0.727, 4.157], [-1.430, -1.983, 2.831], [1.047, -3.051, 2.001], [-1.160, -1.254, 1.574], [-1.234, -1.212, 5.125], [-2.079, -0.047, 4.062], [-0.311, -0.188, 3.977], [1.962, -3.591, 2.281], [0.994, -1.475, 0.650], [0.579, -3.576, 1.163]]
}

=====

Record 2
{
  "formula": "C8H14",
  "method": "ωB97M-V/def2-TZVPD",
  "relative_energy_kcal_mol": 65.5,
  "e_lumo_ev": 1.204,
  "homo_ev": -8.38,
  "charge": 0,
  "smiles": "C/C=C/C=C/CCC",
  "homo_lumo_gap_ev": 9.589,
  "fmax_ev_per_a": 6.0,
  "species": ["C", "C", "C", "C", "C", "C", "C", "C", "H", "H", "H", "H", "H", "H", "H", "H", "H", "H", "H", "H", "H", "H"],
  "xyz": [[-4.438, 0.304, 0.545], [-3.003, 0.194, 0.923], [-2.056, -0.500, 0.226], [-0.640, -0.434, 0.752], [0.430, -0.175, -0.062], [1.880, -0.296, 0.379], [2.841, 0.707, -0.307], [3.375, -0.036, -1.592], [-4.929, 1.212, 0.681], [-4.994, -0.334, 1.301], [-4.556, -0.130, -0.421], [-2.692, 0.435, 1.925], [-2.361, -0.999, -0.682], [-0.399, -0.702, 1.698], [0.561, 0.188, -1.157], [1.949, -0.393, 1.566], [2.271, -1.295, 0.082], [3.739, 1.033, 0.448], [2.567, 1.729, -0.566], [3.909, -0.938, -1.377], [3.970, 0.768, -2.112], [2.575, -0.337, -2.251]]
}

=====

Record 3
{
  "formula": "C16H28Cl10O6",
  "method": "ωB97M-V/def2-TZVPD",
  "relative_energy_kcal_mol": 14.9,
  "e_lumo_ev": -0.028,
  "homo_ev": -10.09,
  "charge": 0,
  "smiles": "O=C1OCCO1.O=C1OCCO1.ClCCCl.ClCCCl.ClCCCl.ClCCCl.ClCCCl",
  "homo_lumo_gap_ev": 10.060,
  "fmax_ev_per_a": 4.2,
  "species": ["O", "C", "O", "C", "C", "O", "H", "H", "H", "H", "O", "C", "O", "C", "C", "O", "H", "H", "H", "H", "Cl", "C", "C", "Cl", "H", "H", "H", "H", "Cl", "C", "C", "Cl", "H", "H", "H", "H", "Cl", "C", "C", "Cl", "H", "H", "H", "H", "Cl", "C", "C", "Cl", "H", "H", "H", "H", "Cl", "C", "C", "Cl", "H", "H", "H", "H"],
  "xyz": [[-33.464, 3.275, -12.758], [-33.898, 4.168, -13.432], [-34.694, 3.980, -14.475], [-35.095, 5.206, -15.076], [-34.477, 6.240, -14.129], [-33.622, 5.468, -13.269], [-34.756, 5.263, -16.109], [-36.187, 5.209, -15.022], [-35.193, 6.815, -13.551], [-33.799, 6.813, -14.765], [-33.338, 11.102, -19.251], [-33.430, 9.927, -19.277], [-34.151, 9.160, -18.463], [-34.184, 7.796, -18.868], [-33.165, 7.795, -20.015], [-32.843, 9.153, -20.244], [-33.743, 7.110, -18.150], [-35.217, 7.667, -19.188], [-33.526, 7.319, -20.928], [-32.240, 7.252, -19.793], [-33.918, 11.591, -21.888], [-33.252, 10.014, -22.450], [-34.260, 9.280, -23.296], [-33.879, 7.520, -23.466], [-33.034, 9.372, -21.599], [-32.363, 10.275, -23.015], [-34.329, 9.726, -24.285], [-35.234, 9.374, -22.818], [-37.676, 6.269, -25.460], [-36.814, 6.604, -23.901], [-36.343, 5.291, -23.287], [-35.798, 5.649, -21.608], [-37.513, 7.174, -23.300], [-36.014, 7.249, -24.254], [-35.498, 4.856, -23.811], [-37.175, 4.592, -23.311], [-30.174, 5.232, -18.514], [-30.806, 4.788, -16.911], [-31.977, 3.831, -16.986], [-33.353, 4.503, -17.891], [-30.910, 5.665, -16.281], [-30.028, 4.167, -16.458], [-32.299, 3.679, -15.956], [-31.671, 2.897, -17.445], [-35.575, 14.451, -21.136], [-36.368, 13.739, -19.673], [-35.287, 13.232, -18.719], [-35.929, 13.034, -17.090], [-36.941, 12.903, -20.061], [-36.984, 14.477, -19.172], [-34.380, 13.830, -18.816], [-34.889, 12.246, -18.966], [-30.845, 2.666, -21.431], [-32.491, 3.338, -21.347], [-32.625, 4.639, -22.101], [-32.376, 4.423, -23.876], [-32.713, 3.547, -20.301], [-33.140, 2.554, -21.727], [-31.882, 5.316, -21.688], [-33.650, 4.983, -21.998]]
}

=====

Record 4
{
  "formula": "C44H124O22S14",
  "method": "ωB97M-V/def2-TZVPD",
  "e_lumo_ev": 0.004,
  "homo_ev": -8.26,
  "charge": 0,
  "homo_lumo_gap_ev": 8.261,
  "fmax_ev_per_a": 2.1,
  "species": ["C", "S", "O", "C", "H", "H", "H", "H", "H", "H", "C", "S", "O", "C", "H", "H", "H", "H", "H", "H", "C", "S", "O", "C", "H", "H", "H", "H", "H", "H", "C", "S", "O", "C", "H", "H", "H", "H", "H", "H", "C", "S", "O", "C", "H", "H", "H", "H", "H", "H", "C", "S", "O", "C", "H", "H", "H", "H", "H", "H", "C", "S", "O", "C", "H", "H", "H", "H", "H", "H", "C", "S", "O", "C", "H", "H", "H", "H", "H", "H", "C", "S", "O", "C", "H", "H", "H", "H", "H", "H", "C", "S", "O", "C", "H", "H", "H", "H", "H", "H", "C", "S", "O", "C", "H", "H", "H", "H", "H", "H", "C", "S", "O", "C", "H", "H", "H", "H", "H", "H", "C", "S", "O", "C", "H", "H", "H", "H", "H", "H", "C", "S", "O", "C", "H", "H", "H", "H", "H", "H", "C", "O", "C", "C", "O", "C", "H", "H", "H", "H", "H", "H", "H", "H", "H", "H", "C", "O", "C", "C", "O", "C", "H", "H", "H", "H", "H", "H", "H", "H", "H", "H", "C", "O", "C", "C", "O", "C", "H", "H", "H", "H", "H", "H", "H", "H", "H", "H", "C", "O", "C", "C", "O", "C", "H", "H", "H", "H", "H", "H", "H", "H", "H", "H"],
  "xyz": [[-6.297, -5.284, -1.053], [-5.650, -4.548, 0.513], [-4.799, -3.385, 0.201], [-7.321, -3.926, 0.930], [-7.110, -5.965, -0.815], [-5.464, -5.929, -1.382], [-6.594, -4.503, -1.778], [-7.775, -3.505, 0.045], [-7.381, -3.152, 1.712], [-7.880, -4.769, 1.340], [5.733, -1.625, 1.766], [4.049, -1.579, 1.091], [3.763, -2.993, 0.587], [3.248, -1.465, 2.744], [5.768, -2.196, 2.701], [6.048, -0.594, 1.995], [6.391, -2.094, 1.008], [3.812, -0.812, 3.393], [3.117, -2.504, 3.040], [2.197, -1.174, 2.579], [-1.447, -2.485, -3.835], [-3.034, -1.670, -4.081], [-3.383, -1.913, -5.521], [-4.054, -2.855, -3.201], [-1.182, -2.332, -2.781], [-0.690, -2.044, -4.494], [-1.588, -3.549, -4.033], [-3.861, -2.900, -2.109], [-3.851, -3.834, -3.682], [-5.083, -2.533, -3.271], [0.045, -3.923, 4.689], [-1.649, -4.523, 5.125], [-1.769, -5.832, 4.404], [-1.187, -4.939, 6.829], [-0.074, -3.881, 3.604], [0.758, -4.676, 5.071], [0.206, -2.926, 5.086], [-1.959, -5.537, 7.306], [-0.992, -4.040, 7.423], [-0.328, -5.599, 6.677], [3.003, 5.711, 0.612], [2.406, 4.042, 0.225], [1.960, 4.234, -1.185], [3.998, 3.215, 0.289], [2.164, 6.397, 0.577], [3.787, 6.011, -0.112], [3.365, 5.765, 1.620], [4.332, 3.485, 1.281], [4.655, 3.581, -0.485], [3.822, 2.156, 0.134], [4.817, 4.811, -3.648], [4.580, 3.877, -5.171], [4.887, 2.467, -4.874], [2.803, 3.990, -5.076], [4.453, 5.807, -3.856], [5.862, 4.789, -3.316], [4.137, 4.383, -2.912], [2.422, 3.426, -5.943], [2.560, 5.031, -5.160], [2.433, 3.695, -4.088], [-2.402, -1.472, 3.267], [-2.989, -0.979, 4.925], [-2.981, 0.507, 4.818], [-4.710, -1.559, 4.751], [-3.013, -0.873, 2.607], [-2.528, -2.546, 3.110], [-1.363, -1.186, 3.268], [-5.185, -1.116, 3.903], [-5.260, -1.258, 5.629], [-4.671, -2.648, 4.679], [-0.317, 5.953, -2.386], [-0.936, 6.786, -3.843], [-1.370, 5.654, -4.717], [-2.418, 7.457, -3.109], [0.391, 5.268, -2.792], [-1.124, 5.430, -1.883], [0.115, 6.645, -1.678], [-2.244, 8.171, -2.333], [-2.952, 6.591, -2.757], [-3.063, 7.875, -3.866], [-0.893, 1.080, 7.290], [-0.713, -0.639, 7.600], [-0.025, -1.162, 6.374], [0.475, -0.443, 8.955], [0.051, 1.472, 6.918], [-1.302, 1.595, 8.152], [-1.572, 1.170, 6.424], [0.130, 0.246, 9.748], [1.389, -0.126, 8.449], [0.563, -1.371, 9.533], [-2.785, 2.837, 2.592], [-2.669, 4.477, 3.366], [-3.878, 5.206, 2.804], [-2.836, 3.853, 5.071], [-2.705, 2.976, 1.517], [-3.830, 2.546, 2.737], [-2.169, 2.051, 3.061], [-1.961, 3.188, 5.230], [-3.813, 3.461, 5.298], [-2.710, 4.704, 5.730], [-1.177, -7.880, -0.177], [-2.684, -7.268, 0.576], [-3.683, -7.326, -0.540], [-2.217, -5.550, 0.803], [-0.325, -7.829, 0.496], [-1.017, -7.355, -1.100], [-1.422, -8.943, -0.424], [-1.851, -5.480, 1.838], [-3.157, -5.012, 0.694], [-1.496, -5.280, 0.015], [5.287, 0.200, -2.886], [6.758, 1.190, -2.513], [7.588, 0.563, -1.433], [7.702, 0.891, -4.036], [4.812, 0.676, -3.714], [4.615, 0.399, -2.039], [5.464, -0.887, -3.038], [8.781, 1.006, -3.904], [7.185, 1.559, -4.743], [7.601, -0.171, -4.337], [4.080, 0.336, -6.379], [4.129, -1.455, -6.663], [4.731, -2.003, -5.412], [2.341, -1.844, -6.576], [3.523, 0.482, -5.456], [3.554, 0.834, -7.173], [5.127, 0.557, -6.207], [1.887, -1.366, -7.430], [1.865, -1.432, -5.689], [2.254, -2.928, -6.647], [-1.115, 0.296, -6.888], [-0.546, 1.819, -6.123], [0.858, 1.906, -6.597], [-1.551, 3.011, -7.045], [-0.762, 0.292, -7.914], [-2.188, 0.159, -6.933], [-0.669, -0.585, -6.400], [-2.633, 2.768, -7.040], [-1.129, 3.032, -8.064], [-1.399, 3.967, -6.537], [2.528, 3.966, 8.164], [2.286, 3.870, 6.738], [1.220, 4.680, 6.265], [1.231, 4.616, 4.777], [0.783, 3.377, 4.294], [1.714, 2.351, 4.304], [1.759, 3.385, 8.716], [2.420, 5.011, 8.485], [3.505, 3.552, 8.388], [1.366, 5.754, 6.389], [0.264, 4.427, 6.752], [2.250, 4.838, 4.422], [0.550, 5.365, 4.333], [2.064, 2.104, 3.278], [1.191, 1.421, 4.560], [2.611, 2.514, 4.937], [2.730, -2.612, -2.834], [1.373, -3.076, -2.849], [1.359, -4.509, -2.673], [1.847, -5.054, -1.317], [0.765, -5.244, -0.436], [1.238, -5.413, 0.866], [3.404, -3.321, -3.332], [3.047, -2.433, -1.802], [2.701, -1.711, -3.395], [1.930, -4.981, -3.512], [0.330, -4.856, -2.763], [2.631, -4.405, -0.913], [2.279, -6.038, -1.637], [2.237, -5.847, 0.918], [0.671, -6.107, 1.466], [1.376, -4.470, 1.352], [1.404, 0.733, -2.894], [0.438, 0.185, -1.970], [0.658, 0.737, -0.649], [-0.346, 0.322, 0.392], [-0.219, -0.970, 0.927], [-0.608, -2.018, 0.091], [1.201, 0.269, -3.847], [2.428, 0.491, -2.622], [1.286, 1.815, -3.007], [0.598, 1.818, -0.762], [1.672, 0.468, -0.268], [-1.382, 0.485, 0.067], [-0.345, 0.969, 1.276], [-0.110, -2.932, 0.397], [-0.349, -1.787, -0.919], [-1.685, -2.169, 0.113], [-5.860, -0.366, -0.551], [-6.095, 1.012, -0.892], [-4.998, 1.817, -0.582], [-3.954, 1.779, -1.710], [-2.802, 2.512, -1.320], [-1.965, 2.566, -2.449], [-4.991, -0.747, -1.111], [-6.813, -0.901, -0.729], [-5.650, -0.474, 0.508], [-4.489, 1.571, 0.376], [-5.447, 2.802, -0.419], [-4.436, 2.213, -2.600], [-3.729, 0.722, -2.022], [-1.034, 3.088, -2.242], [-2.293, 3.242, -3.246], [-1.777, 1.540, -2.823]]
}

=====

What is the formula in the fourth record?
C44H124O22S14